C68H182AsF9N16O22SV | the ωB97M-V functional and the def2-TZVPD basis

Geometry as XYZ:
```
300
Properties=species:S:1:pos:R:3:mulliken_spin:R:1
H 4.276 5.815 5.595 0.000
H 0.710 1.401 -6.371 -0.011
H 2.632 -0.035 -3.540 0.003
As -4.341 5.305 -3.908 0.000
H 0.379 -8.953 1.428 0.000
H -6.785 2.890 -3.339 0.000
C -8.233 0.842 -0.022 0.000
H 2.351 -1.517 4.143 0.000
H -5.322 2.979 3.759 0.000
C 1.511 5.554 -1.427 0.015
H 0.989 -6.058 3.518 0.000
H -3.332 6.523 0.276 0.000
H -2.739 5.011 -1.159 0.000
H 4.555 -3.130 -2.248 0.000
H -4.471 4.517 0.545 0.000
O -8.196 -1.774 1.210 0.000
C 1.774 -5.152 6.705 0.000
H 4.564 1.318 4.788 0.000
H 2.978 -2.385 -2.368 0.000
C 5.214 2.695 3.167 0.000
C -1.787 0.163 -1.199 -0.002
H 9.350 -3.077 3.107 0.000
H 0.353 -2.974 -6.112 0.000
H 0.813 0.479 7.609 0.000
H 3.378 1.457 -1.112 -0.005
O -3.932 3.636 2.395 0.000
C 5.061 5.999 4.862 0.000
H 3.899 -3.589 0.599 0.000
H 3.709 -5.009 4.651 0.000
N -9.436 2.262 -3.265 0.000
H 6.224 2.058 4.969 0.000
O -2.159 -4.116 -3.057 0.000
H 0.778 1.221 6.027 0.000
H 0.297 3.735 -5.574 0.019
H -1.590 4.269 1.352 0.000
H -9.792 4.331 -4.954 0.000
F -3.689 6.163 -2.493 0.000
C -2.153 1.106 4.019 -0.001
H -1.138 2.685 -7.198 0.000
N -2.028 4.489 -0.667 -0.006
F -5.999 5.510 -3.254 0.000
C -3.309 -3.974 -2.174 0.000
C -0.446 1.001 -0.844 -0.008
O 3.104 2.410 -3.591 -0.008
H 0.445 7.546 -1.297 -0.001
C -5.639 -3.038 -2.103 0.000
H 6.872 3.608 3.085 0.000
H -2.412 -2.623 -8.632 0.000
H -1.764 -4.947 -9.203 0.000
O 3.189 -4.037 -3.595 0.000
H -5.958 4.080 2.554 0.000
H 2.378 7.195 4.502 0.000
C 8.424 -3.577 2.824 0.000
C -4.533 -3.446 -2.954 0.000
H 8.486 -3.851 1.771 0.000
H -5.443 -1.988 -1.887 0.000
C -2.252 -0.232 3.182 0.000
C 4.484 -4.492 0.774 0.000
H -5.611 -4.069 -4.337 0.000
C 2.103 -1.136 0.736 0.002
H 2.049 -1.989 1.412 0.000
C 1.374 0.584 6.681 0.000
H 4.333 -5.517 7.112 0.000
H 8.053 -0.533 -4.241 0.000
H -8.180 4.739 -4.298 0.000
C -1.730 2.459 -6.311 0.001
O 5.788 -3.959 1.105 0.000
H 4.273 -3.349 4.966 0.000
H -5.605 -3.667 -1.214 0.000
H -3.702 2.895 0.507 0.001
H 1.742 -5.581 7.706 0.000
H 0.246 -4.824 -6.120 0.000
N 0.473 4.875 -2.165 -0.010
H 0.699 -3.758 4.019 0.000
H 3.398 3.088 7.137 0.000
H 1.871 -6.012 6.042 0.000
H -3.465 -1.068 -6.834 0.000
S 3.610 3.541 -4.366 0.012
H 6.009 1.940 -1.963 -0.001
N 6.418 2.973 2.445 0.000
H -1.154 1.168 4.450 0.000
H 1.110 2.247 3.892 -0.001
H 0.308 6.361 0.030 -0.001
H -0.702 -5.931 5.291 0.000
H 6.608 -0.976 -5.241 0.000
C 2.429 2.590 7.182 0.000
C 0.867 -7.993 1.600 0.000
H 1.370 -5.590 1.854 0.000
H -4.245 -2.600 -3.578 0.000
V 1.265 3.020 -3.139 1.965
H -0.167 0.169 -5.528 -0.008
H -3.694 0.181 1.633 0.000
H 2.313 -1.250 6.543 0.000
H 2.072 8.171 3.215 0.000
H -4.485 -0.152 3.164 0.000
F -4.458 6.869 -4.800 0.000
H 5.075 -2.589 2.513 0.000
H 2.639 -0.283 1.154 0.000
F -2.638 5.088 -4.521 -0.001
H -3.151 -3.303 -1.330 0.000
C 2.984 -4.214 6.543 0.000
C -5.497 0.630 -3.526 0.000
H -5.545 2.362 2.130 0.000
C -6.910 -2.407 1.216 0.000
H -7.759 1.676 -0.540 0.000
C -8.133 -0.405 -0.869 0.000
H 0.117 5.599 -2.772 0.003
O -1.492 -1.428 -7.109 0.000
N 4.124 -4.544 7.283 0.000
C 2.193 -6.269 -3.711 0.000
C -0.981 -3.479 -2.553 0.000
O -0.085 1.904 -1.859 0.012
C 6.969 -0.650 -4.265 0.000
H -2.426 2.033 3.514 0.000
O 0.686 0.297 -0.512 0.002
C -0.626 -5.328 6.196 0.000
H -0.276 -2.762 3.247 0.000
H -2.764 -1.567 4.570 0.000
O 3.708 3.210 -5.760 -0.002
N -1.007 -4.878 -8.538 0.000
O 5.542 4.745 4.381 0.000
H 2.620 -3.715 4.434 0.001
O 2.623 1.236 6.887 0.000
C 1.946 -0.564 4.485 0.001
H -2.538 -0.778 -5.398 0.000
H -9.086 1.412 -2.846 0.000
H 7.450 0.921 -2.064 0.000
C 1.748 -0.051 -4.177 0.009
C -3.147 2.174 5.898 0.000
H 0.101 -1.576 0.345 0.001
C -1.129 -3.857 -7.486 0.000
H 4.719 6.588 4.011 0.000
C 3.749 -2.897 -2.944 0.000
H -8.855 -2.517 -0.649 0.000
C -8.605 2.557 -4.434 0.000
H 2.682 6.614 2.765 0.000
H 4.071 -5.119 1.564 0.000
H 5.136 0.657 -3.860 0.001
H 0.533 -2.450 5.638 0.000
O 4.774 4.135 -3.775 -0.003
H -8.011 0.184 -2.842 0.000
C 0.565 -5.878 2.530 0.000
C 0.528 4.949 3.726 0.000
H 2.030 -0.306 -5.199 0.003
H 7.336 -1.998 2.009 0.000
C 6.222 0.679 -3.762 0.000
C 7.184 -2.737 2.795 0.000
H 2.093 -4.724 -2.092 0.000
H -6.682 -2.687 2.244 0.000
H 2.813 0.032 4.200 0.000
C 1.537 -0.771 5.946 0.000
H 7.026 -0.630 -0.024 0.000
H 5.854 6.541 5.378 0.000
H -0.927 -5.728 -7.998 0.000
H -2.966 6.270 1.952 0.000
H 6.274 2.640 -4.180 0.000
H -1.953 -4.120 -6.823 0.000
H 3.817 3.720 4.438 0.000
H -9.284 2.968 -2.560 0.000
H -3.907 2.064 6.671 0.000
O 1.049 1.146 -4.282 -0.021
H -5.274 0.812 -2.475 0.000
H 4.100 2.812 -0.227 0.003
H -3.474 -4.946 -1.709 0.000
H 1.856 7.274 -0.320 0.001
H -3.277 3.072 5.294 0.000
C 3.439 -4.041 5.074 -0.001
O 2.406 4.298 -4.021 -0.010
N 6.765 1.806 -4.467 0.000
N -1.967 -1.341 3.992 0.000
H -4.178 -4.855 -4.197 0.000
N 3.168 -6.643 -4.807 0.000
H 5.675 -4.163 3.144 0.000
C -0.410 -4.673 2.603 0.000
H -0.516 4.637 3.755 0.000
H 1.170 -8.257 -3.470 0.000
H 7.809 -1.223 3.880 0.000
H -7.098 -0.693 -1.055 0.000
H -8.413 4.168 -5.905 0.000
N -8.681 -0.222 -2.204 0.000
H -7.669 0.796 0.909 0.000
H 1.104 -0.283 3.852 0.000
H 3.980 4.463 2.853 0.000
H 1.293 -5.803 -4.112 0.000
C -3.704 3.877 0.980 0.000
H 2.319 5.876 -2.084 -0.003
H -1.153 -2.478 -2.157 0.000
H -9.837 -1.346 0.096 0.000
H 3.298 -5.722 -5.200 0.000
N -0.145 3.434 -4.717 -0.010
H 4.169 -2.123 -3.586 0.000
H 1.055 -3.866 -7.401 0.000
H 6.883 -1.540 -3.642 0.000
H 6.029 0.866 0.318 0.000
F -2.825 0.998 -1.270 0.000
H 6.161 3.642 1.733 0.000
H 2.756 -8.068 -2.669 0.000
H 2.732 -3.218 6.908 0.000
N -0.048 7.252 4.463 0.000
H -0.389 -3.740 0.590 0.000
H 5.405 -0.806 0.463 0.000
H -1.316 -1.085 4.721 0.000
H -1.043 7.115 4.565 0.000
C 2.023 7.114 3.475 0.000
H 4.378 -5.110 -0.117 0.000
H 1.076 -0.857 -3.883 -0.003
H -0.966 4.022 -4.712 0.010
N 7.086 -1.917 4.005 0.000
H -1.627 6.674 0.878 0.000
H 1.736 3.025 6.462 0.000
H -6.222 -1.624 0.894 0.000
H -1.266 -4.952 3.218 0.000
H 0.190 8.206 4.232 0.000
C -2.644 -1.465 -6.238 0.000
O 2.293 3.249 -1.197 0.004
C 0.610 6.503 3.427 0.000
C 6.375 0.952 -2.242 0.000
N -5.005 -4.563 -3.697 0.000
H -2.135 3.530 -0.968 0.001
O 0.559 -4.476 6.327 0.000
H -5.199 -0.391 -3.767 0.000
H -4.886 1.238 -4.192 0.000
C -0.983 -4.395 1.227 0.000
H 8.294 -4.436 3.482 0.000
C 5.469 1.664 4.289 0.000
O -3.157 1.018 5.063 0.000
C -2.569 6.129 0.947 0.000
H -0.194 2.692 2.775 0.001
H 6.482 1.623 -5.419 0.000
C 2.770 -5.170 -2.821 0.000
O 1.286 4.111 2.972 0.000
N 0.292 -1.510 5.920 0.000
C 4.531 3.964 3.650 0.000
C -2.400 4.642 0.724 0.000
F -1.724 -0.367 -2.421 0.001
C 6.056 -0.139 -0.103 0.000
H 3.012 4.987 -0.082 0.001
O -0.052 -7.044 2.078 0.000
H -0.657 -5.983 7.066 0.000
H -0.223 -3.395 -3.332 0.000
C 0.232 -3.893 -6.686 0.000
C -3.631 -0.420 2.540 0.000
H -1.521 -4.708 6.148 0.000
H -9.264 1.131 0.183 0.000
H 1.950 2.672 8.158 0.000
O 5.753 -0.100 -1.490 0.000
N 0.351 -3.539 3.096 0.000
H 1.635 -8.186 2.350 0.000
H -2.938 -2.417 -5.795 0.000
H 1.385 2.146 2.248 0.000
H -2.157 2.390 6.300 0.000
H -6.767 -3.227 0.512 0.000
C -8.791 -1.570 -0.112 0.000
C 0.875 2.782 2.972 0.000
H 2.707 2.136 0.458 0.001
H -9.035 1.858 -5.151 0.000
H -0.638 1.632 0.024 0.006
H 0.284 -0.188 1.444 0.001
H 5.897 0.709 3.984 0.000
H -6.507 2.492 -4.977 0.000
C -7.137 2.225 -4.128 0.000
H 3.642 -5.553 -2.291 0.000
C 0.972 6.783 -0.724 0.000
F -4.160 3.813 -2.928 -0.001
C -1.475 -2.493 -8.090 0.000
H -1.591 -0.199 2.316 0.000
H 4.952 -4.001 7.085 0.000
O -6.867 0.887 -3.804 0.000
H 1.278 -7.230 -2.104 0.000
F -4.974 4.291 -5.241 0.000
H -8.814 -1.162 -2.548 0.000
C 0.663 -0.662 0.538 -0.005
F -2.199 -0.767 -0.298 0.000
H 1.414 4.267 0.297 0.006
H 6.270 -1.322 4.017 0.000
H 0.256 6.628 2.404 0.000
C 5.817 -3.380 2.399 0.000
C 3.159 2.341 -0.513 0.010
H -0.448 -4.008 -1.762 0.000
H -6.588 -3.155 -2.626 0.000
H -1.953 -3.907 1.326 0.000
H -2.403 3.280 -6.062 0.000
H 4.543 2.173 2.484 0.000
H 2.699 -1.501 -0.100 0.001
C 2.128 4.500 -0.493 -0.002
H 4.045 -6.965 -4.423 0.000
C 1.844 -7.557 -2.976 0.000
H 0.009 -1.716 6.867 0.000
H -1.311 1.934 -4.164 -0.011
H -0.215 4.976 -1.433 0.002
C -8.751 4.015 -4.880 0.000
H -3.709 -1.450 2.191 0.000
H -1.185 -5.354 0.749 0.000
C 0.247 1.170 -5.412 -0.001
H -0.705 -2.264 -8.827 0.000
C -5.270 3.247 2.704 0.000
H 0.815 4.780 4.764 0.000
C -0.819 2.209 -5.098 0.036
H 1.530 -7.754 0.769 0.000
H -2.313 1.552 -6.471 0.000
```

Output
HOMO energy (spin up / spin down)   -6.8 / -6.8 eV
E   -264170.90009 eV
LUMO energy (spin up / spin down)   0.0586 / 0.0586 hartree
⟨S²⟩   2.010
Kohn-Sham gap (spin up / spin down)   8.35 / 8.42 eV
Strongest force on any atom   6.2 eV Å⁻¹
Multiplicity   3
Net charge   -1